{"formula": "C32H92O14", "method": "ωB97M-V/def2-TZVPD", "largest_force_ev_per_a": 2.6, "orbital_gap_ev": 9.60, "relative_energy_kcal_mol": 71.0, "e_homo_ev": -9.20, "species": ["O", "O", "O", "O", "O", "O", "O", "O", "O", "O", "O", "O", "O", "O", "C", "C", "C", "C", "C", "C", "C", "C", "C", "C", "C", "C", "C", "C", "C", "C", "C", "C", "C", "C", "C", "C", "C", "C", "C", "C", "C", "C", "C", "C", "C", "C", "H", "H", "H", "H", "H", "H", "H", "H", "H", "H", "H", "H", "H", "H", "H", "H", "H", "H", "H", "H", "H", "H", "H", "H", "H", "H", "H", "H", "H", "H", "H", "H", "H", "H", "H", "H", "H", "H", "H", "H", "H", "H", "H", "H", "H", "H", "H", "H", "H", "H", "H", "H", "H", "H", "H", "H", "H", "H", "H", "H", "H", "H", "H", "H", "H", "H", "H", "H", "H", "H", "H", "H", "H", "H", "H", "H", "H", "H", "H", "H", "H", "H", "H", "H", "H", "H", "H", "H", "H", "H", "H", "H"], "positions_angstrom": [[0.08115, 0.84102, -6.54031], [4.88379, 2.63896, -1.70690], [-5.21281, -0.95474, 3.56322], [3.30729, -0.18146, 1.45925], [2.88768, -4.77533, -3.97141], [-4.15594, -5.23352, 0.78795], [-3.27773, 4.88574, -2.14745], [1.78679, 4.55203, 1.22950], [0.61012, -3.11716, 5.51059], [-5.70473, -0.21607, -2.65123], [-1.40392, 3.15906, 4.70092], [-0.03199, 0.90054, 4.21449], [0.50548, -0.44384, 1.72936], [3.68650, 2.48908, 2.11543], [-1.08539, -0.99147, -5.55535], [-1.15145, 3.94103, 3.54768], [5.02574, 1.57804, -2.60792], [0.35735, 1.26048, 0.08940], [1.32748, 1.28660, 4.27457], [0.72696, -3.88809, -4.16184], [-3.75761, 0.90592, -3.12119], [-2.81254, -5.23923, 1.11615], [-5.78520, 1.31693, 3.36813], [6.26225, 0.81178, -2.14688], [-1.74497, 3.19677, 2.44129], [-5.24427, 0.06490, 2.62287], [-4.30903, -0.30624, -2.43798], [-0.15192, -1.20196, -0.54548], [4.91750, 2.88734, 1.63425], [-2.09244, -4.92002, -0.16216], [1.59312, -4.89809, -3.47494], [1.96126, 4.61795, -0.12605], [4.90173, -1.78160, 0.92474], [-3.79625, 0.24486, 2.17502], [3.76546, 0.72859, -2.64768], [-0.75443, 0.49367, -5.40576], [0.06016, 0.93029, -4.17898], [5.00547, -0.52978, 3.07983], [-0.47006, -2.75012, 4.63504], [-3.71748, -1.62143, -2.92891], [-2.46617, -4.21221, 2.22266], [-1.73231, 5.26509, 3.77291], [-0.24789, -0.09222, 0.55604], [4.06868, -1.14432, 2.07367], [-2.48785, 3.91289, -1.44363], [1.68625, -4.62239, -1.90860], [-0.19335, -2.69632, 3.58212], [2.05852, 0.48155, 4.34919], [-3.17092, 0.45506, 3.04270], [2.91194, 5.08084, -0.39068], [-1.25602, -1.24776, -6.60097], [1.13610, -2.88720, -4.02426], [-5.14705, -1.77030, 3.06109], [3.41615, -1.84637, 2.59275], [-2.68706, 0.99694, -2.93750], [-1.28048, 2.21145, 2.40249], [-2.00858, -1.23061, -5.02749], [-0.74728, -1.01527, -1.43922], [0.74519, -4.57626, -1.36053], [-2.36342, 4.19966, -0.39941], [-0.46669, 0.76413, -7.32488], [-0.31560, -1.63283, -5.12619], [2.96695, 2.84535, 1.58919], [5.22851, 1.98540, -3.59840], [-1.50850, 3.85900, -1.91910], [1.93539, 3.62715, -0.57965], [-0.55208, 1.24728, -3.33472], [0.76491, 1.73830, -4.37528], [2.25519, -3.75076, -1.58505], [-6.70207, 1.05866, 3.89800], [-3.78565, 0.81563, -4.20709], [-4.17467, 4.79398, -1.81776], [-2.78931, 5.24489, 4.03835], [1.23214, -5.89898, -3.71164], [-5.09668, 1.68833, 4.12714], [0.89355, -1.26763, -0.84677], [-2.82886, 3.08354, 2.46280], [1.53822, 1.90991, 5.14358], [-1.02675, -5.10405, -0.02605], [3.56560, 0.69264, 1.76064], [-2.96674, 2.93788, -1.53366], [6.54325, 0.01201, -2.83208], [-4.20505, -5.62971, -0.08510], [2.92475, 1.35561, -2.94457], [4.87481, 3.97640, 1.64898], [-1.62957, 1.12251, -5.56946], [3.60085, 0.22222, -1.69658], [5.59109, -1.11614, 0.40509], [-5.85705, -0.22389, 1.76893], [-4.15670, -2.46112, -2.39030], [-2.73786, -4.63928, 3.18801], [1.52203, 1.98043, 3.45674], [0.33258, 1.95800, 0.92663], [1.32828, 1.17845, -0.39913], [-4.28273, 1.82051, -2.84577], [0.68560, -4.07466, -5.23495], [0.69024, 0.12082, -3.81037], [-1.37663, -4.18361, 2.20962], [5.72421, 3.10231, -1.73131], [-1.37442, -3.35808, 4.65991], [-3.87451, -1.68798, -4.00548], [-0.09834, 0.26599, 3.49717], [0.68645, -4.07209, 5.44826], [5.80631, 0.05699, 2.62990], [7.16179, 1.41243, -2.01213], [-2.20928, -3.85310, -0.35221], [4.22865, -2.19637, 0.17438], [-0.26343, -3.94424, -3.71009], [-1.28862, 0.15456, 0.76599], [5.36266, -2.70714, 1.26974], [-1.44193, 3.69491, 1.52035], [-0.46595, -2.16047, -0.13226], [-1.53555, 5.81086, 2.85013], [-3.75283, 1.06778, 1.46156], [3.87297, -0.01933, -3.43327], [-1.20886, 5.77918, 4.57902], [5.34211, 2.57000, 0.68183], [-5.82943, 2.20268, 2.73443], [4.41804, 0.07519, 3.77051], [-2.63827, -1.71355, -2.80682], [1.42870, -0.44366, 1.46615], [6.17646, 0.25635, -1.21294], [1.18445, 5.23761, -0.57404], [-2.43509, -5.52791, -0.99951], [-4.07938, -0.25483, -1.37369], [-0.07265, 4.07266, 3.46417], [2.15225, -5.45819, -1.38670], [-2.73206, -3.17503, 2.01856], [-3.43953, -0.60168, 1.58831], [5.72357, 2.60384, 2.31099], [2.99510, -5.07342, -4.87761], [-2.58971, -6.23548, 1.49817], [-0.91010, 2.34698, 4.56581], [-0.29009, 1.73680, -0.64684], [-0.72063, -1.75609, 5.00547], [2.01127, 5.41945, 1.57414], [5.55473, -1.27138, 3.65986], [-5.82201, -0.35646, -3.59364]]}